No. 1
C7H15NO2S | the ωB97M-V functional and the def2-TZVPD basis

- HOMO level: -9.06 eV
- Energy relative to the best compared isomer or geometry (same formula, charge and spin): 1.9848 eV
- Net charge: 0
- Strongest force on any atom: 0.12224 Eh/bohr
- E_LUMO: 0.64 eV

Geometry as XYZ:
```
26
Properties=species:S:1:pos:R:3:mulliken_charge:R:1
O 2.85 -0.61 -0.94 -0.7080
C -0.07 -1.45 -0.25 -0.5025
H -2.44 -1.09 1.15 0.3023
H -1.79 -2.35 -1.01 0.4292
H 3.81 1.47 1.05 0.3767
H 2.05 1.57 1.52 0.2939
C -0.57 0.93 0.79 -0.9606
H -2.06 1.29 -0.79 0.4797
C 0.49 0.00 -0.30 0.3519
H 1.67 0.21 -1.87 0.3938
H 0.92 1.47 -1.56 0.3063
H -3.49 -0.79 -0.14 0.4246
C 2.73 1.35 0.79 -0.8682
H -1.38 -0.81 -1.72 0.4528
C -2.51 -0.62 0.16 -0.6713
H -2.66 1.46 0.87 0.3233
H 0.54 -2.10 -0.83 0.6014
N 0.75 0.49 -1.59 -0.5874
C -1.51 -1.35 -0.79 -1.1829
S 2.23 -0.37 0.41 0.3725
H 2.65 1.89 -0.20 0.2349
H -0.73 0.36 1.78 0.2672
O -0.09 -1.92 1.09 -0.5215
H -0.19 1.86 0.91 0.6869
C -2.04 0.85 0.14 -0.7709
H 0.82 -1.77 1.31 0.4761
```


No. 2
C3H8N2O | the ωB97M-V functional and the def2-TZVPD basis

- HOMO level: -9.24 eV
- Energy relative to the best compared isomer or geometry (same formula, charge and spin): 0.4460 eV
- Net charge: 0
- Structure (SMILES): C[C@@H](N)C(N)=O
- Strongest force on any atom: 0.01009 Eh/bohr
- E_LUMO: 0.83 eV

Geometry as XYZ:
```
14
Properties=species:S:1:pos:R:3:mulliken_charge:R:1
H 1.80 1.71 0.87 0.2446
H 1.63 -0.14 -0.42 0.3240
H -0.71 1.55 -1.29 0.2400
H 0.19 1.91 1.10 0.2140
N 0.91 1.23 0.94 -0.6284
C 0.70 0.35 -0.19 0.3346
H 0.98 1.88 -1.60 0.3377
H 0.20 0.42 -2.34 0.3603
H -2.12 -1.12 0.86 0.2557
C -0.26 -0.79 0.13 0.2854
N -1.36 -0.47 0.89 -0.3922
C 0.26 1.08 -1.46 -1.1756
O -0.09 -1.91 -0.29 -0.6059
H -1.63 0.50 0.99 0.2059
```


No. 3
C4H10Si | the ωB97M-V functional and the def2-TZVPD basis

- HOMO level (spin up / spin down): -8.53 / -7.36 eV
- Energy relative to the best compared isomer or geometry (same formula, charge and spin): 4.1810 eV
- Net charge: 0
- Strongest force on any atom: 0.06060 Eh/bohr
- E_LUMO (spin up / spin down): -0.54 / -0.13 eV

Geometry as XYZ:
```
15
Properties=species:S:1:pos:R:3:mulliken_charge:R:1
H -2.12 -2.21 0.33 0.3091
H 1.42 0.89 0.90 0.1417
H 3.65 0.04 1.45 0.3141
H -2.43 -1.19 -1.84 0.3240
Si -0.53 -0.11 -0.30 0.1308
C -2.26 -0.55 -1.01 -0.5836
C 3.19 0.12 0.44 -0.9664
H 0.78 1.95 -0.30 0.2636
C -1.99 -1.16 0.35 -0.7266
H 2.44 -0.58 0.11 0.3802
H -3.07 0.21 -0.91 0.2233
H 3.56 0.99 -0.21 0.2839
C 0.41 1.27 0.54 -0.7796
H -0.15 2.02 1.09 0.3778
H -2.63 -0.84 1.13 0.3075
```


No. 4
C4H4FNO | the ωB97M-V functional and the def2-TZVPD basis

- HOMO level (spin up / spin down): -7.78 / -7.89 eV
- Energy relative to the best compared isomer or geometry (same formula, charge and spin): 10.0524 eV
- Net charge: 0
- Strongest force on any atom: 0.07494 Eh/bohr
- E_LUMO (spin up / spin down): -1.42 / -1.04 eV

Geometry as XYZ:
```
11
Properties=species:S:1:pos:R:3:mulliken_charge:R:1
H 2.92 -1.56 -0.14 0.4543
H -1.79 1.67 0.44 0.2610
O 0.01 -0.55 -0.39 0.1606
F 1.23 0.51 1.69 -0.1606
C -1.93 0.85 -0.42 -0.6791
C -1.21 -0.42 -0.38 0.0664
H -2.98 0.70 -0.28 0.3017
C 2.14 -1.02 0.22 -0.1119
C 2.28 -0.09 1.15 -0.0080
N 1.02 -1.34 -0.51 -0.5788
H -1.69 1.24 -1.38 0.2945
```


No. 5
C2H10NO | the ωB97M-V functional and the def2-TZVPD basis

- HOMO level: -16.62 eV
- Energy relative to the best compared isomer or geometry (same formula, charge and spin): 0.3268 eV
- Net charge: +1
- Strongest force on any atom: 0.03383 Eh/bohr
- E_LUMO: -3.49 eV

Geometry as XYZ:
```
14
Properties=species:S:1:pos:R:3:mulliken_charge:R:1
H 3.03 1.58 0.54 0.3218
H -1.88 0.13 1.39 0.3585
H -0.97 -0.83 -1.41 0.3548
N 0.46 -0.28 0.06 -0.3764
H 3.26 0.98 -0.81 0.3250
O 2.54 1.15 -0.18 -0.6408
H -2.99 -0.43 0.12 0.3251
C -0.91 -0.79 -0.33 -0.4255
H -0.85 -1.88 -0.21 0.3535
C -2.01 -0.01 0.31 -1.0740
H 0.73 0.65 -0.29 0.4332
H 0.44 -0.26 1.08 0.3436
H -2.03 0.99 -0.12 0.3432
H 1.17 -0.97 -0.15 0.3579
```


No. 6
C12H23N2O2P2ReS | the ωB97M-V functional and the def2-TZVPD basis

- HOMO level (spin up / spin down): -18.05 / -18.05 eV
- Energy relative to the best compared isomer or geometry (same formula, charge and spin): 2.3650 eV
- Net charge: +3
- Expectation value of S²: 3.84
- Strongest force on any atom: 0.17169 Eh/bohr
- 2S+1: 4
- E_LUMO (spin up / spin down): -14.24 / -13.74 eV

Geometry as XYZ:
```
43
Properties=species:S:1:pos:R:3:mulliken_charge:R:1
C -2.37 -3.29 0.01 -1.0841
N -0.89 1.06 -0.56 -0.3286
C 0.72 2.64 0.38 -1.1272
H 1.44 3.35 -0.04 0.6014
C -0.54 -1.97 4.27 0.0164
N -0.69 -2.50 5.41 -0.1427
C -0.85 3.27 -1.52 -0.9172
H 4.84 -1.66 0.50 0.2872
H 3.16 0.97 2.92 0.4360
H 2.69 0.84 -1.26 0.3917
H 1.75 1.97 3.28 0.4186
H 2.46 -2.63 -4.20 0.3438
C -3.63 -0.99 1.34 -1.0709
H -3.65 0.09 1.48 0.3646
H 3.59 2.00 -0.27 0.4161
H -1.61 -3.66 -0.69 0.4165
O 5.36 -2.17 -0.20 -0.6102
H -0.42 4.26 -1.55 0.5094
S -0.34 -1.22 2.64 0.5713
C -2.43 -0.70 -1.31 -1.2953
C 3.06 1.04 -0.26 -1.0668
H -3.49 -0.75 -1.53 0.6224
H 6.23 -2.43 0.24 0.3548
H -2.26 3.63 -3.11 0.4949
H -4.52 -1.29 0.80 0.4367
P 1.64 1.09 0.97 0.5608
H 0.26 3.12 1.24 0.4393
H -2.31 -3.88 0.92 0.4255
H 3.77 0.26 0.02 0.2564
H -1.92 -1.28 -2.05 0.4982
H -3.21 1.33 -3.01 0.5172
H -3.35 -3.44 -0.44 0.4250
Re -0.11 -0.39 0.84 0.9586
C 2.49 1.73 2.52 -1.1423
H -3.63 -1.47 2.31 0.4538
H 3.06 2.63 2.30 0.4104
C -2.42 1.63 -2.34 -0.8919
O 1.94 -3.01 -3.43 -0.6367
C -1.90 0.73 -1.40 0.7883
H 2.43 -2.71 -2.57 0.3013
C -1.88 2.92 -2.39 -0.3540
P -2.08 -1.47 0.38 0.2707
C -0.37 2.31 -0.62 0.6808
```


Number 1: E_tot -23920.063 eV. Number 2: E_tot -8268.880 eV. Number 3: E_tot -12182.020 eV. Number 4: E_tot -10457.503 eV. Number 5: E_tot -5767.356 eV. Number 6: E_tot -51400.826 eV.